Record 1
C3H8N3O2 | wB97M-V/def2-TZVPD

## Properties
Highest occupied orbital energy (alpha / beta) (hartree): -0.492 / -0.492
Total energy (Eh): -433.5024
Total charge: +1
Energy relative to the best compared isomer or geometry (same formula, charge and spin) (kJ/mol): 318.6

Geometry (Å):
C: 1.34650 1.42166 0.82400
C: -0.46560 -0.28229 0.83891
C: -0.67427 -1.64824 0.41344
N: 0.74697 2.22561 1.57476
N: 0.86836 0.23453 0.38405
N: 2.33781 -1.96217 -2.11932
O: -1.10800 0.42556 1.54780
O: 1.70067 -1.02589 -1.73208
H: 2.45316 1.79617 0.65422
H: 0.30915 -2.31047 0.37590
H: -1.10446 -1.65726 -0.53406
H: -1.55912 -2.06598 1.07576
H: 1.19812 3.09920 1.85532
H: 1.45288 -0.36820 -0.09852
H: -0.18414 2.15098 1.79648
H: 3.15934 -1.85191 -2.73489

Computed natural (NBO) charges, given in elementary charges: number 1, C, carries 0.406; number 2, C, carries 0.726; number 3, C, carries -0.752; number 4, N, carries -0.651; number 5, N, carries -0.611; number 6, N, carries 0.033; number 7, O, carries -0.530; number 8, O, carries -0.306; number 9, H, carries 0.245; number 10, H, carries 0.268; number 11, H, carries 0.275; number 12, H, carries 0.286; number 13, H, carries 0.434; number 14, H, carries 0.436; number 15, H, carries 0.447; number 16, H, carries 0.296

Record 2
C34H33BrN6O2SSm | wB97M-V/def2-TZVPD

## Properties
Highest occupied orbital energy (alpha / beta) (hartree): -0.610 / -0.610
Spin multiplicity: 6
Total energy (Eh): -5423.9792
Expectation value of S²: 8.76
Total charge: +3
Energy relative to the best compared isomer or geometry (same formula, charge and spin) (kJ/mol): 0.2

Geometry (Å):
Sm: 0.14242 0.02332 0.08227
C: -3.41299 -1.57149 -2.61313
C: -4.56745 -0.99115 -2.11696
C: -4.47444 -0.11389 -1.04633
C: -3.23062 0.16647 -0.49570
N: -2.11410 -0.42537 -0.96017
C: -2.21493 -1.27218 -1.99003
C: -3.05291 1.15539 0.60786
C: -4.13632 1.83837 1.13953
C: -3.91564 2.78948 2.11966
C: -2.62152 3.04557 2.52794
C: -1.57601 2.32432 1.96283
N: -1.79387 1.38387 1.02867
C: -0.15791 2.59253 2.34079
C: 0.16671 3.50884 3.33225
C: 1.49661 3.76748 3.62258
C: 2.47582 3.10262 2.90689
C: 2.07447 2.19426 1.94699
N: 0.79511 1.92619 1.65897
H: -3.43562 -2.25209 -3.45192
H: -5.53123 -1.21169 -2.55566
H: -5.37269 0.34075 -0.65965
H: -1.29175 -1.72408 -2.32700
H: -5.14182 1.64975 0.79924
H: -4.74392 3.33545 2.54955
H: -2.44218 3.80469 3.27124
H: -0.59933 4.02752 3.88536
H: 1.75730 4.48079 4.39243
H: 3.52706 3.27575 3.08466
H: 2.82063 1.65994 1.37602
O: -0.03294 4.95465 -4.53976
C: -0.17522 3.98125 -3.65507
C: -1.40474 3.51335 -3.17821
C: -1.41266 2.49125 -2.25932
N: -0.30079 1.90218 -1.78016
C: 0.84065 2.38110 -2.26087
Br: 2.39200 1.51590 -1.56340
C: 0.99894 3.38793 -3.17435
H: -0.87672 5.32421 -4.83139
H: -2.33685 3.93997 -3.52229
H: -2.35523 2.11572 -1.88544
H: 1.96675 3.72307 -3.51580
C: -2.63846 -2.64516 2.95462
C: -1.81019 -3.02086 3.99655
C: -0.45153 -2.77398 3.88661
C: 0.04317 -2.15457 2.74783
N: -0.76821 -1.73219 1.75521
C: -2.07634 -1.99834 1.87010
C: 1.50564 -1.96221 2.55039
C: 2.44080 -2.66316 3.30298
C: 3.79177 -2.47330 3.06483
C: 4.17895 -1.59870 2.06125
C: 3.18841 -0.95604 1.34537
N: 1.88070 -1.11454 1.57854
H: -3.70083 -2.83958 2.97705
H: -2.20790 -3.50696 4.87700
H: 0.21002 -3.05942 4.68967
H: -2.70346 -1.69016 1.04756
H: 2.12561 -3.36627 4.05810
H: 4.52858 -3.00762 3.64908
H: 5.22021 -1.41943 1.83389
H: 3.45728 -0.28002 0.54119
C: 0.67056 -1.67985 -4.56359
C: 1.86074 -2.25031 -3.80702
S: 1.36061 -2.78827 -2.17105
O: 1.02268 -1.48091 -1.42400
C: 2.92095 -3.36030 -1.49226
C: 4.11635 -2.44419 -1.69591
H: 1.00581 -1.31293 -5.53220
H: 0.22780 -0.84118 -4.02371
H: -0.09209 -2.43814 -4.74127
H: 2.66576 -1.52487 -3.69656
H: 2.25349 -3.14954 -4.28837
H: 3.06366 -4.34120 -1.95266
H: 2.68949 -3.53400 -0.43894
H: 4.53953 -2.54970 -2.69222
H: 4.89421 -2.70709 -0.98067
H: 3.85418 -1.39697 -1.54045

Computed Mulliken charges, given in elementary charges: number 1, Sm, carries 0.733; number 2, C, carries -0.772; number 3, C, carries -1.100; number 4, C, carries -0.576; number 5, C, carries 0.222; number 6, N, carries 1.178; number 7, C, carries -0.379; number 8, C, carries 1.103; number 9, C, carries -1.338; number 10, C, carries -1.277; number 11, C, carries -1.107; number 12, C, carries 0.808; number 13, N, carries 1.001; number 14, C, carries 0.932; number 15, C, carries -1.226; number 16, C, carries -0.547; number 17, C, carries -1.397; number 18, C, carries 0.177; number 19, N, carries 0.467; number 20, H, carries 0.553; number 21, H, carries 0.500; number 22, H, carries 0.589; number 23, H, carries -0.073; number 24, H, carries 0.518; number 25, H, carries 0.489; number 26, H, carries 0.456; number 27, H, carries 0.431; number 28, H, carries 0.489; number 29, H, carries 0.474; number 30, H, carries 0.404; number 31, O, carries -0.487; number 32, C, carries 0.722; number 33, C, carries -0.695; number 34, C, carries -0.690; number 35, N, carries 0.322; number 36, C, carries 0.393; number 37, Br, carries -0.102; number 38, C, carries -0.604; number 39, H, carries 0.336; number 40, H, carries 0.396; number 41, H, carries 0.303; number 42, H, carries 0.556; number 43, C, carries -1.188; number 44, C, carries -0.620; number 45, C, carries -1.011; number 46, C, carries 0.938; number 47, N, carries 0.265; number 48, C, carries -0.152; number 49, C, carries 0.613; number 50, C, carries -0.842; number 51, C, carries -0.781; number 52, C, carries -1.272; number 53, C, carries -0.285; number 54, N, carries 0.522; number 55, H, carries 0.497; number 56, H, carries 0.481; number 57, H, carries 0.427; number 58, H, carries 0.701; number 59, H, carries 0.421; number 60, H, carries 0.477; number 61, H, carries 0.578; number 62, H, carries 0.507; number 63, C, carries -1.166; number 64, C, carries -0.543; number 65, S, carries 0.304; number 66, O, carries -0.316; number 67, C, carries -0.304; number 68, C, carries -1.154; number 69, H, carries 0.423; number 70, H, carries 0.161; number 71, H, carries 0.360; number 72, H, carries 0.364; number 73, H, carries 0.617; number 74, H, carries 0.595; number 75, H, carries 0.295; number 76, H, carries 0.423; number 77, H, carries 0.373; number 78, H, carries 0.109

Record 3
C21H14BrF6N4O2PV | wB97M-V/def2-TZVPD

## Properties
Highest occupied orbital energy (alpha / beta) (hartree): -0.459 / -0.460
Spin multiplicity: 3
Total energy (Eh): -5636.8834
Expectation value of S²: 2.01
Total charge: +1
Energy relative to the best compared isomer or geometry (same formula, charge and spin) (kJ/mol): 39.4

Geometry (Å):
V: 0.35580 -0.05056 0.14294
C: -0.18100 2.17483 -3.50378
C: -0.82502 1.22777 -4.28233
C: -0.87889 -0.08305 -3.83380
C: -0.32062 -0.40016 -2.61119
N: 0.25362 0.54172 -1.82072
C: 0.33670 1.79113 -2.27921
C: -0.20418 -1.75385 -2.04901
C: -0.59585 -2.96679 -2.58528
C: -0.29229 -4.12498 -1.87893
C: 0.47092 -4.06202 -0.72081
C: 0.86022 -2.81382 -0.26668
N: 0.44872 -1.71058 -0.88860
C: 1.82932 -2.47953 0.78583
C: 2.47506 -3.38561 1.60244
C: 3.46372 -2.92160 2.45534
C: 3.78130 -1.57461 2.44668
C: 3.06272 -0.72279 1.62737
N: 2.09884 -1.15444 0.81375
H: -0.08960 3.20194 -3.82532
H: -1.27164 1.49904 -5.22882
H: -1.35016 -0.85409 -4.42668
H: 0.82934 2.51670 -1.64669
H: -1.13275 -3.01589 -3.52155
H: -0.61930 -5.08495 -2.25379
H: 0.76020 -4.95781 -0.19076
H: 2.20213 -4.43103 1.58110
H: 3.97768 -3.60407 3.11804
H: 4.55664 -1.17630 3.08462
H: 3.26755 0.33691 1.62688
Br: 2.01787 2.74811 0.94798
C: 0.14930 2.75876 1.23986
C: -0.46369 3.72640 2.00183
C: -1.85253 3.69362 2.08320
C: -2.55962 2.72368 1.39001
C: -1.84216 1.77546 0.69165
N: -0.50628 1.78455 0.62298
C: -2.43050 0.55237 0.01225
O: -3.58525 0.49238 -0.32030
O: -1.50497 -0.34083 -0.18537
H: 0.12328 4.47737 2.50898
H: -2.36918 4.42391 2.69090
H: -3.63784 2.65960 1.40789
F: -0.54481 -1.70526 1.93072
P: -0.42181 -0.85890 3.35418
F: 0.59983 0.23681 2.45253
F: -0.21388 0.06589 4.61657
F: 0.90688 -1.68705 3.68137
F: -1.66374 0.04231 2.86813
F: -1.35248 -1.88306 4.08671

Computed natural (NBO) charges, given in elementary charges: number 1, V, carries 1.581; number 2, C, carries -0.233; number 3, C, carries -0.105; number 4, C, carries -0.200; number 5, C, carries 0.178; number 6, N, carries -0.504; number 7, C, carries 0.094; number 8, C, carries 0.296; number 9, C, carries -0.218; number 10, C, carries -0.104; number 11, C, carries -0.199; number 12, C, carries 0.218; number 13, N, carries -0.514; number 14, C, carries 0.192; number 15, C, carries -0.194; number 16, C, carries -0.095; number 17, C, carries -0.220; number 18, C, carries 0.115; number 19, N, carries -0.525; number 20, H, carries 0.248; number 21, H, carries 0.245; number 22, H, carries 0.241; number 23, H, carries 0.220; number 24, H, carries 0.241; number 25, H, carries 0.245; number 26, H, carries 0.245; number 27, H, carries 0.238; number 28, H, carries 0.243; number 29, H, carries 0.246; number 30, H, carries 0.217; number 31, Br, carries 0.167; number 32, C, carries 0.191; number 33, C, carries -0.259; number 34, C, carries -0.095; number 35, C, carries -0.191; number 36, C, carries 0.159; number 37, N, carries -0.571; number 38, C, carries 0.763; number 39, O, carries -0.547; number 40, O, carries -0.778; number 41, H, carries 0.256; number 42, H, carries 0.246; number 43, H, carries 0.267; number 44, F, carries -0.572; number 45, P, carries 2.626; number 46, F, carries -0.600; number 47, F, carries -0.557; number 48, F, carries -0.576; number 49, F, carries -0.570; number 50, F, carries -0.553

Record 4
C14H17BrN2O2SbSe4Tc | wB97M-V/def2-TZVPD

## Properties
Highest occupied orbital energy (hartree): -0.494
Total energy (Eh): -13303.9742
Total charge: +2

Geometry (Å):
Tc: 1.05353 0.60904 0.39891
N: 0.47471 2.22778 1.74614
C: -0.41886 2.12952 2.93313
C: -1.80873 1.72019 2.50862
C: -1.83210 0.29738 1.99584
N: -1.12520 0.16565 0.69094
H: 1.40125 2.52476 2.05401
H: 0.14134 2.99954 1.16965
H: -0.44044 3.09539 3.43784
H: 0.00582 1.39664 3.61841
H: -2.18162 2.40614 1.73859
H: -2.48565 1.80394 3.35870
H: -2.86186 -0.04033 1.87410
H: -1.34636 -0.36192 2.71436
H: -1.59714 0.77773 0.02601
H: -1.27800 -0.77312 0.33680
Br: 0.38578 2.21906 -1.54415
C: -0.40227 0.86723 -2.63931
C: -1.01802 1.25392 -3.78593
C: -1.52671 0.25005 -4.63740
C: -1.37856 -1.06272 -4.30079
C: -0.72485 -1.45169 -3.10415
C: -0.52182 -2.82087 -2.80156
C: 0.19288 -3.18281 -1.70476
C: 0.69608 -2.19702 -0.82049
C: 0.45074 -0.86175 -1.01494
C: -0.22267 -0.46398 -2.21513
H: -1.10443 2.29877 -4.05332
H: -2.01009 0.53547 -5.56182
H: -1.74570 -1.83926 -4.96017
H: -0.91601 -3.56825 -3.47881
H: 0.38221 -4.22702 -1.49202
H: 1.30193 -2.53816 0.00250
Se: 1.87684 -3.67590 3.99170
Sb: 2.63863 -1.79736 5.66172
Se: 1.93538 -0.81594 2.02696
Se: 0.48930 -2.41917 2.70451
Se: 2.13933 0.11009 4.43616
O: 2.85758 1.72076 0.62372
C: 3.40454 1.11608 -0.35068
O: 2.73908 0.16661 -0.84105
H: 4.38018 1.40551 -0.74285

Computed natural (NBO) charges, given in elementary charges: number 1, Tc, carries 0.363; number 2, N, carries -0.743; number 3, C, carries -0.212; number 4, C, carries -0.434; number 5, C, carries -0.221; number 6, N, carries -0.723; number 7, H, carries 0.424; number 8, H, carries 0.402; number 9, H, carries 0.228; number 10, H, carries 0.197; number 11, H, carries 0.217; number 12, H, carries 0.258; number 13, H, carries 0.228; number 14, H, carries 0.197; number 15, H, carries 0.400; number 16, H, carries 0.430; number 17, Br, carries 0.255; number 18, C, carries -0.078; number 19, C, carries -0.216; number 20, C, carries -0.185; number 21, C, carries -0.140; number 22, C, carries -0.070; number 23, C, carries -0.150; number 24, C, carries -0.203; number 25, C, carries -0.239; number 26, C, carries -0.102; number 27, C, carries -0.074; number 28, H, carries 0.248; number 29, H, carries 0.247; number 30, H, carries 0.237; number 31, H, carries 0.237; number 32, H, carries 0.235; number 33, H, carries 0.199; number 34, Se, carries -0.114; number 35, Sb, carries 1.033; number 36, Se, carries 0.427; number 37, Se, carries 0.096; number 38, Se, carries -0.295; number 39, O, carries -0.641; number 40, C, carries 0.653; number 41, O, carries -0.554; number 42, H, carries 0.180